No. 1
Formula: C9H11FN2
Source: OMol25
Level of theory: ωB97M-V/def2-TZVPD

```
23
Properties=species:S:1:pos:R:3:mulliken_spin:R:1
C -1.72458 1.72943 -0.43605 -0.052
C -2.29142 0.48853 -0.35774 0.116
C -0.35163 1.90454 -0.19533 0.101
C -0.27463 -0.44037 0.21460 0.085
C -1.59252 -0.68508 -0.04503 -0.041
C 0.39899 0.75530 0.04193 0.001
C 0.86579 -1.48333 0.48776 -0.036
C -2.38033 -1.92347 -0.04817 0.002
C 2.80302 1.38847 0.28618 0.013
N 1.70222 0.52277 0.24591 0.227
N 2.01400 -0.73515 0.39102 0.895
F 2.69462 -1.22010 -1.18799 0.554
H -2.15338 2.65420 -0.70625 -0.003
H -3.33257 0.32095 -0.36981 0.008
H 0.15138 2.81231 -0.39146 0.006
H 0.78781 -1.92769 1.52008 0.072
H 0.95709 -2.29362 -0.12128 0.036
H -3.29901 -1.75750 -0.52566 0.000
H -1.95351 -2.72302 -0.63572 -0.003
H -2.43175 -2.47477 0.96307 -0.004
H 3.60088 1.09773 -0.36657 0.007
H 2.52966 2.40190 -0.11144 0.002
H 3.27987 1.58796 1.34793 0.013
```

Results
lowest unoccupied orbital energy (spin up / spin down): 0.842 / -1.953 eV
spin multiplicity: 3
⟨S²⟩: 2.020
charge: 0
highest occupied orbital energy (spin up / spin down): -6.4 / -8.9 eV
energy above the lowest of the compared OMol25 structures with the same formula, charge and spin: 28.9 kJ/mol

***

No. 2
Formula: C35H20BrF4NO5PSW
Source: OMol25
Level of theory: ωB97M-V/def2-TZVPD

```
69
Properties=species:S:1:pos:R:3:nbo_charge:R:1
W -0.28901 -0.26660 0.46583 1.326
O -0.91200 1.12241 -3.49742 -0.374
C -0.73583 1.12885 -2.34934 0.790
O -0.86542 -0.14373 -1.58391 -0.566
C -0.34560 2.19387 -1.40102 0.028
C -0.27520 3.52394 -1.75918 -0.125
C 0.18535 4.44030 -0.82060 -0.111
C 0.60358 3.97656 0.41809 -0.124
C 0.49390 2.62688 0.68346 0.079
N -0.00168 1.75377 -0.18699 -0.454
C 0.93590 1.95317 1.94396 0.763
O 1.44912 2.43478 2.87949 -0.388
O 0.66057 0.58851 1.82332 -0.665
H -0.57001 3.82063 -2.75820 0.280
H 0.23330 5.49528 -1.05858 0.276
H 1.01517 4.63458 1.17375 0.285
F -2.77517 -7.12480 1.45873 -0.236
C -2.28118 -5.93793 1.71437 0.324
C -1.63014 -5.69256 2.90873 0.349
F -1.51187 -6.64750 3.80191 -0.245
C -1.10145 -4.43579 3.16244 0.373
F -0.51055 -4.25049 4.33445 -0.274
C -1.19912 -3.40245 2.24285 -0.458
P -0.46245 -1.76515 2.47145 1.079
C -1.78144 -0.76056 3.19657 -0.409
C -2.31068 0.23144 2.36298 -0.063
C -3.28874 1.11308 2.77679 -0.220
C -3.77567 0.98339 4.07310 -0.148
C -3.29678 -0.01472 4.90985 -0.147
C -2.30314 -0.88567 4.47742 -0.160
C 1.01776 -1.86688 3.47817 -0.322
C 2.22659 -1.97018 2.78507 -0.210
C 3.42204 -2.04435 3.47743 -0.187
C 3.41727 -1.99980 4.86566 -0.144
C 2.22011 -1.88350 5.55738 -0.187
C 1.01999 -1.81848 4.86958 -0.174
C -1.88420 -3.68087 1.06889 -0.117
Br -2.23067 -2.31404 -0.20483 0.312
C -2.42131 -4.91409 0.78826 0.319
F -3.06869 -5.14016 -0.34473 -0.265
H -2.02362 0.33419 1.28727 0.096
H -3.68737 1.86897 2.11275 0.246
H -4.54798 1.65868 4.41664 0.256
H -3.70150 -0.11915 5.90847 0.255
H -1.95213 -1.66535 5.13955 0.237
H 2.23285 -1.99986 1.70570 0.203
H 4.35726 -2.13126 2.94052 0.237
H 4.35117 -2.05271 5.40948 0.247
H 2.21758 -1.84640 6.63905 0.247
H 0.10087 -1.73055 5.42940 0.220
C 6.59751 -4.56360 -7.54959 -0.749
C 5.82519 -3.55138 -6.78215 0.587
O 6.09753 -2.47745 -6.40430 -0.444
S 4.06060 -4.35394 -6.40456 0.377
C 3.23216 -3.39963 -5.29483 -0.066
C 2.06593 -4.03493 -4.72388 -0.223
C 1.35373 -3.42421 -3.76534 -0.079
C 1.71988 -2.08511 -3.32069 -0.139
C 2.83832 -1.42009 -3.97228 -0.086
C 3.55750 -2.04471 -4.92196 -0.181
C 1.01611 -1.48902 -2.37385 0.181
C 0.33810 -0.93444 -1.42898 -0.099
H 7.53626 -4.12706 -7.87892 0.287
H 6.01566 -4.91109 -8.40593 0.275
H 6.79376 -5.42605 -6.90824 0.280
H 1.78969 -5.02404 -5.06897 0.264
H 0.49586 -3.90933 -3.31870 0.248
H 3.07447 -0.40079 -3.69450 0.245
H 4.36304 -1.52981 -5.41164 0.269
```

Results
lowest unoccupied orbital energy (spin up / spin down): -10.181 / -10.180 eV
charge: +3
highest occupied orbital energy (spin up / spin down): -16.3 / -16.3 eV
energy above the lowest of the compared OMol25 structures with the same formula, charge and spin: 25.8 kJ/mol

***

No. 3
Formula: C26H23CsF6N3O4S
Source: OMol25
Level of theory: ωB97M-V/def2-TZVPD

```
64
Properties=species:S:1:pos:R:3:nbo_charge:R:1
Cs 11.22110 12.13021 10.12381 0.961
O 12.07672 15.84292 9.24867 -0.750
C 11.39168 16.28851 10.39965 -0.089
C 9.94286 15.87422 10.26049 0.208
C 8.98634 16.80983 9.84978 -0.260
C 7.65609 16.43604 9.77026 -0.177
C 7.31224 15.10985 9.99426 -0.265
C 8.33214 14.22070 10.33750 0.034
N 9.60830 14.59219 10.41921 -0.486
H 12.97975 15.51616 9.47463 0.521
H 11.40298 17.36408 10.59501 0.150
H 11.73742 15.85850 11.33286 0.176
H 9.26752 17.86849 9.75039 0.209
H 6.84334 17.18394 9.63276 0.208
H 6.29164 14.74676 9.94431 0.224
H 8.13709 13.18488 10.59184 0.259
C 17.81002 15.56039 4.24478 -0.631
C 17.26269 15.16950 5.59666 -0.024
C 16.08603 14.38714 5.66006 -0.206
C 15.59504 13.89438 6.89475 -0.190
C 16.23769 14.29118 8.05950 -0.298
C 17.45431 14.99528 8.02071 -0.190
C 17.94249 15.45959 6.79360 -0.214
S 15.45885 13.77403 9.63726 2.279
O 16.57765 13.91283 10.55310 -0.974
O 14.20920 14.52645 9.82521 -1.017
N 14.79923 12.29515 9.56537 -0.898
C 15.61332 11.22585 9.45275 0.190
C 17.02467 11.19857 9.41887 -0.336
C 17.69515 10.00216 9.48227 -0.164
C 17.02078 8.75610 9.57760 -0.293
C 15.60858 8.72784 9.60684 -0.105
C 14.86743 7.54153 9.47260 -0.140
C 13.50792 7.61018 9.45387 -0.278
C 12.86873 8.85743 9.54642 0.017
N 13.52144 9.98985 9.68746 -0.444
C 14.87436 9.93998 9.59340 0.189
H 17.56077 14.71720 3.56275 0.218
H 18.84327 15.86042 4.23510 0.216
H 17.25048 16.42490 3.77569 0.215
H 15.62409 14.07161 4.71943 0.205
H 14.67802 13.28602 6.97252 0.245
H 17.95580 15.29301 8.92624 0.239
H 18.88290 16.03097 6.80027 0.205
H 17.57154 12.12498 9.54271 0.233
H 18.77457 9.96251 9.47084 0.199
H 17.56555 7.81594 9.57312 0.196
H 15.40109 6.58931 9.30983 0.204
H 12.92760 6.71079 9.34629 0.210
H 11.80189 8.93151 9.69524 0.190
C 7.42519 8.88413 11.06446 -0.646
C 7.65313 10.19977 10.30246 0.116
O 8.46672 11.05842 11.04384 -0.919
C 8.35821 10.00637 8.91780 0.954
F 7.67286 9.28497 7.92220 -0.362
F 9.51958 9.32796 9.04549 -0.343
F 8.69003 11.19751 8.36823 -0.332
C 6.17039 10.81146 10.05740 0.937
F 6.35485 11.89985 9.23542 -0.353
F 5.15985 10.09009 9.50264 -0.340
F 5.63729 11.26113 11.22001 -0.335
H 8.40674 8.35615 11.21086 0.222
H 6.68812 8.20111 10.52077 0.200
H 7.03128 9.13665 12.07160 0.233
```

Results
lowest unoccupied orbital energy: 2.242 eV
charge: -1
highest occupied orbital energy: -4.6 eV
energy above the lowest of the compared OMol25 structures with the same formula, charge and spin: 0.0 kJ/mol

***

No. 4
Formula: C19H15N5O9Ru
Source: OMol25
Level of theory: ωB97M-V/def2-TZVPD

```
49
Properties=species:S:1:pos:R:3:mulliken_spin:R:1
Ru 0.43202 -0.65374 0.44762 0.910
O -3.15371 -3.27090 -0.26713 0.002
C -2.06987 -2.55574 0.00681 -0.015
O -1.46795 -1.89147 -0.79779 0.026
C -1.63349 -2.64860 1.42684 0.008
C -2.25569 -3.40432 2.40453 -0.001
C -1.69513 -3.43122 3.67586 0.002
C -0.52336 -2.73386 3.91891 -0.005
C 0.03658 -2.00283 2.88663 -0.001
N -0.52573 -1.94515 1.68989 -0.018
C 1.35241 -1.27508 3.01040 0.008
O 1.94275 -1.29104 4.05614 0.023
O 1.75594 -0.72301 1.88784 0.009
H -3.37811 -3.16400 -1.20508 -0.001
H -3.15002 -3.95999 2.16556 0.000
H -2.16209 -4.00746 4.46229 0.000
H -0.02332 -2.74425 4.87694 0.000
O -0.52205 0.69196 1.77442 -0.007
C -1.11732 1.77280 1.60625 -0.015
C -1.54753 2.33986 0.38266 -0.010
C -2.28079 3.54369 0.43309 -0.001
C -2.77658 4.07796 -0.71629 -0.001
C -2.58007 3.44292 -1.95807 0.001
C -1.87508 2.27852 -2.03192 0.006
C -1.31189 1.67658 -0.86566 0.017
O -0.61215 0.62568 -0.98401 0.077
N -3.53336 5.32822 -0.66050 0.000
O -3.87971 5.81312 -1.71673 0.000
O -3.65286 5.85894 0.42395 0.000
H -1.36574 2.32868 2.51748 -0.002
H -2.45945 4.04402 1.37606 0.000
H -2.99981 3.89973 -2.84351 0.000
H -1.71966 1.77805 -2.97711 -0.001
C 3.72415 -2.96198 -2.03931 0.001
N 3.40886 -1.54211 -1.86361 0.002
C 4.10347 -0.54149 -2.47953 0.000
C 3.77023 0.75516 -2.32173 0.001
C 2.67385 1.06191 -1.45826 -0.002
N 2.04965 0.07282 -0.82956 -0.006
C 2.36669 -1.19866 -1.07126 -0.004
O 1.61735 -2.04275 -0.53160 -0.002
N 2.25633 2.30431 -1.24785 -0.001
H 4.57017 -3.04989 -2.71474 0.000
H 2.86194 -3.47681 -2.45679 0.000
H 3.97363 -3.40056 -1.07596 0.000
H 4.92435 -0.85554 -3.10799 0.000
H 4.31904 1.53012 -2.83233 0.000
H 2.69462 3.08874 -1.69734 0.000
H 1.43851 2.45868 -0.67851 -0.001
```

Results
lowest unoccupied orbital energy (spin up / spin down): -3.451 / -3.740 eV
spin multiplicity: 2
⟨S²⟩: 0.755
charge: +1
highest occupied orbital energy (spin up / spin down): -11.2 / -11.1 eV
energy above the lowest of the compared OMol25 structures with the same formula, charge and spin: 0.0 kJ/mol

***

No. 5
Formula: C48H49AsCl5NO3PSTi
Source: OMol25
Level of theory: ωB97M-V/def2-TZVPD

```
110
Properties=species:S:1:pos:R:3:mulliken_spin:R:1
Ti 0.08176 2.92265 -0.92543 -0.035
C -6.75530 -7.24423 2.99493 0.000
C -5.39398 -7.39977 2.83565 0.000
C -4.70742 -6.76599 1.79174 0.000
C -5.36565 -5.94457 0.91302 0.000
C -6.72513 -5.73896 1.13151 0.000
C -7.43063 -6.30507 2.18629 0.000
As -4.22276 -4.69714 -0.17964 0.000
C -5.27259 -4.40258 -1.79495 0.000
C -6.54868 -3.81232 -1.77857 0.000
C -7.49037 -4.09428 -2.77053 0.000
C -7.09107 -4.77888 -3.94268 0.000
C -5.79811 -5.27141 -4.02859 0.000
C -4.92851 -5.20568 -2.90717 0.000
C -3.69007 -5.96990 -2.64572 0.000
C -2.98499 -6.61051 -3.70799 0.000
C -1.88334 -7.34560 -3.40412 0.000
C -1.46526 -7.43957 -2.05647 0.000
C -2.05084 -6.71429 -1.05326 0.000
C -3.20635 -5.97139 -1.31241 0.000
H -7.21165 -7.85087 3.77706 0.000
H -4.89486 -8.04199 3.57471 0.000
H -3.60466 -6.94403 1.67936 0.000
H -7.27291 -5.09459 0.46098 0.000
H -8.49884 -6.11314 2.35382 0.000
H -6.85427 -3.28684 -0.84581 0.000
H -8.56944 -3.84575 -2.71542 0.000
H -7.81234 -4.84663 -4.74418 0.000
H -5.41815 -5.81014 -4.92974 0.000
H -3.33165 -6.48098 -4.71159 0.000
H -1.29563 -7.91465 -4.15036 0.000
H -0.66444 -8.10720 -1.85876 0.000
H -1.65901 -6.90652 -0.05587 0.000
Cl 0.41378 -0.88429 -1.85469 0.000
C -0.68655 -0.67205 -0.56508 0.000
C -1.77074 -1.50181 -0.42287 0.001
C -2.39567 -1.55380 0.81547 0.001
C -1.92869 -0.70999 1.86613 0.000
C -1.04480 0.34322 1.66625 0.003
Cl -0.56204 1.30149 2.97095 0.000
C -0.39964 0.37824 0.36978 -0.002
N 0.35839 1.43536 -0.05052 0.038
H -2.06348 -2.05083 -1.35725 0.000
H -3.17597 -2.27125 1.06158 0.000
H -2.40477 -0.90743 2.84667 0.000
Cl 0.83498 1.90837 -5.83264 0.102
C -0.38751 1.91229 -4.65802 0.591
Cl 1.69942 4.63791 -0.36715 0.001
Cl -1.90451 1.68640 -5.36142 0.098
C -0.10441 2.16495 -3.26751 0.059
O -1.09475 2.15471 -2.38660 0.049
O 1.02230 2.56704 -2.82867 0.093
C 3.54464 -0.58793 0.23159 0.000
C 4.03355 -0.18718 1.64316 0.001
C 4.96648 -1.28329 2.08164 0.000
C 2.84199 -0.06314 2.52541 -0.001
P 4.88216 1.46192 1.54227 -0.001
C 5.58977 1.52829 -0.11458 -0.001
C 6.37801 0.51014 -0.69972 0.000
C 7.03698 0.66590 -1.88461 0.000
C 6.70659 1.76878 -2.69961 0.000
C 5.80004 2.69698 -2.23640 0.000
C 5.19612 2.51894 -1.01569 0.001
C 6.32402 1.53386 2.76650 0.000
C 5.98046 1.35152 4.20699 0.000
C 7.50717 0.67491 2.33375 0.000
C 6.69897 3.04798 2.57610 0.000
H 2.91370 -1.51746 0.30727 0.000
H 4.32359 -0.82249 -0.49273 0.000
H 2.91718 0.26814 -0.18666 -0.001
H 4.31544 -2.11788 2.27507 0.000
H 5.52383 -1.20774 3.01923 0.000
H 5.63790 -1.71826 1.35583 0.000
H 2.53913 -1.06069 2.84061 0.000
H 1.96565 0.43594 1.99617 0.001
H 3.02768 0.47644 3.47083 0.000
H 6.45420 -0.42763 -0.11211 0.000
H 7.65282 -0.10632 -2.27518 0.000
H 7.25520 1.97068 -3.60625 0.000
H 5.47992 3.50425 -2.88046 0.000
H 4.37728 3.19669 -0.80465 0.000
H 5.92017 0.29402 4.50644 0.000
H 5.08625 1.90571 4.45343 0.000
H 6.77715 1.84605 4.73311 0.000
H 7.44631 -0.38202 2.53804 0.000
H 8.44802 1.00094 2.89794 0.000
H 7.69613 0.79815 1.22810 0.000
H 5.78112 3.59882 2.70410 0.000
H 7.13043 3.37497 1.64830 0.000
H 7.43441 3.31824 3.35653 0.000
C -0.59981 10.41494 -0.66890 0.000
C -1.13146 9.04226 -0.19987 0.000
C -2.34572 8.57433 -0.86041 0.000
C -2.68261 7.26257 -0.74244 0.000
C -1.92777 6.44834 0.08927 0.000
C -0.86923 6.86993 0.86138 0.000
C -0.44258 8.16897 0.68884 0.000
S -2.50348 4.73208 0.19240 -0.001
C -3.05974 4.73612 1.88177 0.000
O -1.13073 3.93083 0.20487 0.003
H -0.52809 11.19248 0.09068 0.000
H -1.18736 10.77629 -1.52197 0.000
H 0.43628 10.28282 -0.99504 0.000
H -2.93381 9.31463 -1.35309 0.000
H -3.56125 6.86361 -1.19472 0.000
H -0.44504 6.22017 1.59889 0.000
H 0.42147 8.66973 1.15904 0.000
H -3.39379 3.76594 2.20720 0.000
H -3.86791 5.52120 2.05826 0.000
H -2.22599 5.04084 2.44990 0.000
```

Results
lowest unoccupied orbital energy (spin up / spin down): -0.164 / -1.690 eV
spin multiplicity: 2
⟨S²⟩: 0.756
charge: 0
highest occupied orbital energy (spin up / spin down): -7.1 / -7.1 eV

***

No. 6
Formula: C4H5IN2O
Source: OMol25
Level of theory: ωB97M-V/def2-TZVPD

```
13
Properties=species:S:1:pos:R:3:nbo_charge:R:1
C -0.41823 1.24999 -0.30405 0.423
C -0.94472 2.45965 -0.19704 -0.165
C -0.09270 -0.83612 -1.43986 0.660
C 0.19026 -2.25808 -0.84260 -0.705
N -0.02480 0.09372 -0.46311 -0.515
N -1.00217 3.38568 0.82509 -0.836
O -0.45290 -0.50286 -2.55775 -0.580
I -1.41423 3.13401 -2.11141 0.210
H -0.80724 -2.50963 -0.39155 0.242
H 0.70916 -2.84041 -1.61129 0.237
H 0.89716 -2.26441 -0.02863 0.226
H -1.63517 4.09250 0.51746 0.400
H -0.98565 2.91613 1.73893 0.400
```

Results
lowest unoccupied orbital energy: -0.538 eV
charge: 0
highest occupied orbital energy: -7.7 eV
energy above the lowest of the compared OMol25 structures with the same formula, charge and spin: 209.6 kJ/mol

***

No. 7
Formula: CHBr2NO
Source: OMol25
Level of theory: ωB97M-V/def2-TZVPD

```
6
Properties=species:S:1:pos:R:3:nbo_charge:R:1
C -0.73931 -0.00944 0.09743 -0.026
N -1.23699 1.01011 -0.21752 0.169
O -1.36455 2.17753 -0.38608 -0.369
Br -1.07901 -1.79013 0.08383 0.181
Br 1.95984 -0.08559 0.45385 -0.158
H 2.46001 -1.30248 -0.03150 0.203
```

Results
lowest unoccupied orbital energy: -0.266 eV
charge: 0
highest occupied orbital energy: -9.5 eV
energy above the lowest of the compared OMol25 structures with the same formula, charge and spin: 300.1 kJ/mol

***

no.,largest force on an atom (eV/A)
1,4.2
2,1.3
3,3.0
4,1.0
5,3.4
6,2.5
7,1.8